42
Properties=species:S:1:pos:R:3 method="wB97M-V/def2-TZVPD" molar_mass_g_mol=756.9 e_tot_ha=-13795.8809 e_homo_ev=-7.693 de_lowest_kj_mol=17.4 homo_lumo_gap_ev=6.897 max_force_ev_per_a=0.63
Y 0.2443 -1.2576 -0.0866
C 2.8553 -2.8359 2.3247
C 1.9575 -3.2492 1.1925
C 2.3995 -3.1816 -0.1332
C 1.5676 -3.5590 -1.1860
C 0.2706 -4.0043 -0.9330
C -0.1827 -4.0760 0.3831
C 0.6532 -3.6984 1.4316
H 3.4314 -3.6949 2.6739
H 2.2788 -2.4561 3.1670
H 3.5552 -2.0645 2.0069
H 3.3899 -2.7985 -0.3444
H 1.9220 -3.4711 -2.2048
H -0.3902 -4.2574 -1.7506
H -1.1981 -4.3855 0.5900
H 0.2782 -3.7236 2.4473
Br -5.1452 2.7288 -1.4876
C -3.9147 1.6491 -0.5558
C -3.7206 1.8142 0.8125
Br -4.6769 3.1276 1.7655
C -2.8018 1.0038 1.4841
Br -2.4686 1.1747 3.3319
C -2.0678 0.0385 0.8083
O -1.1594 -0.7448 1.4077
C -2.2658 -0.1299 -0.5896
O -1.5327 -1.0644 -1.2140
C -3.1891 0.6737 -1.2449
Br -3.3945 0.3844 -3.0970
C 2.4924 3.8098 -1.1458
Si 1.1123 2.6201 -0.7416
C -0.1405 2.5606 -2.1209
C 0.2880 3.0953 0.8607
Se 2.1035 0.5635 -0.5302
H 2.0967 4.8216 -1.2680
H 2.9934 3.5236 -2.0718
H 3.2329 3.8261 -0.3447
H -0.5938 3.5451 -2.2665
H -0.9386 1.8539 -1.8887
H 0.3210 2.2515 -3.0601
H -0.1336 4.1021 0.7915
H 0.9964 3.0758 1.6907
H -0.5255 2.4091 1.0963


123
Properties=species:S:1:pos:R:3 method="wB97M-V/def2-TZVPD" molar_mass_g_mol=1112.4 charge=+2 e_tot_ha=-3188.2427 e_homo_ev=-12.656 de_lowest_kj_mol=0.0 homo_lumo_gap_ev=7.099 max_force_ev_per_a=0.39
Tl 0.6270 -0.7930 0.3015
C 1.0140 5.3340 -3.5826
C 0.7336 3.9245 -3.1536
C 0.4609 2.9174 -4.0259
C 0.1264 1.5907 -3.6057
C -0.1528 0.7532 -4.7099
N -0.8188 -0.3670 -4.8587
C -1.7005 -1.0386 -3.9149
C -3.0556 -0.3421 -3.8093
C -3.9789 -1.1206 -2.8851
N -3.5220 -1.0650 -1.5025
C -4.3165 -0.9760 -0.4765
C -3.9080 -0.9575 0.8718
C -4.9233 -0.8749 1.8489
C -4.6470 -0.8220 3.1899
C -5.7161 -0.7374 4.2398
C -3.2919 -0.8161 3.5378
C -2.2442 -0.8994 2.6311
C -0.9228 -0.7417 3.2009
N 0.2045 -0.7788 2.6051
C 1.3846 -0.3706 3.3693
C 1.7501 1.0837 3.0648
C 2.4054 1.3083 1.6979
N 1.6247 1.0794 0.4817
C 0.6903 2.0839 0.1642
C 0.5087 2.3028 -1.3184
C 0.7599 3.5657 -1.7905
C 0.1670 1.2371 -2.2119
O -0.0138 0.0253 -1.8103
C -2.5230 -0.9992 1.2327
O -1.6334 -1.1141 0.3090
H 1.0855 5.4096 -4.6659
H 1.9493 5.6968 -3.1552
H 0.2182 6.0067 -3.2584
H 0.4606 3.1268 -5.0893
H 0.2248 1.1271 -5.6572
H -0.8530 -0.7166 -5.8057
H -1.1930 -1.0497 -2.9543
H -1.8272 -2.0614 -4.2728
H -3.5260 -0.2799 -4.7922
H -2.9275 0.6775 -3.4385
H -4.0187 -2.1676 -3.2015
H -4.9948 -0.7281 -2.9224
H -2.5270 -1.1225 -1.2557
H -5.3802 -0.9150 -0.6922
H -5.9542 -0.8464 1.5133
H -6.7048 -0.6810 3.7883
H -5.5814 0.1463 4.8636
H -5.6952 -1.6104 4.8930
H -3.0375 -0.7233 4.5891
H -0.9211 -0.5246 4.2743
H 2.2192 -1.0239 3.0968
H 1.1984 -0.5028 4.4399
H 2.4648 1.4147 3.8225
H 0.8548 1.7011 3.1865
H 3.2963 0.6792 1.6366
H 2.7701 2.3415 1.6573
H 0.9910 3.0308 0.6190
H 1.0306 4.3333 -1.0711
C 4.8463 -2.0050 1.9293
C 4.9850 -1.0714 0.7559
C 6.0752 -0.2094 0.7088
C 6.2468 0.6694 -0.3464
C 5.3245 0.6945 -1.3787
C 4.2160 -0.1424 -1.3715
C 3.2692 -0.1347 -2.5356
C 4.0607 -1.0164 -0.2944
N 2.8788 -1.8165 -0.2114
C 2.9212 -3.0789 -0.3060
C 4.1276 -3.8815 -0.6686
C 1.6391 -3.8267 0.0198
C 1.6990 -5.3181 0.0554
N 0.5934 -3.1475 0.2823
C -0.6124 -3.7826 0.7381
C -0.7754 -4.0271 2.1001
C 0.3278 -3.8074 3.0989
C -1.9991 -4.5481 2.5167
C -3.0093 -4.8168 1.6113
C -2.8073 -4.5857 0.2579
C -1.6072 -4.0624 -0.1979
C -1.3563 -3.8305 -1.6578
H 5.1868 -1.5154 2.8409
H 5.4650 -2.8957 1.7983
H 3.8207 -2.3383 2.0916
H 6.7950 -0.2315 1.5171
H 7.1016 1.3315 -0.3652
H 5.4617 1.3739 -2.2102
H 3.1420 0.8806 -2.9119
H 2.2869 -0.5255 -2.2794
H 3.6680 -0.7429 -3.3520
H 4.9465 -3.2313 -0.9647
H 3.8929 -4.5592 -1.4900
H 4.4540 -4.4953 0.1721
H 1.9510 -5.6979 -0.9365
H 0.7545 -5.7506 0.3705
H 2.4912 -5.6483 0.7279
H 1.0229 -3.0232 2.7953
H 0.8996 -4.7281 3.2373
H -0.0812 -3.5367 4.0715
H -2.1526 -4.7435 3.5707
H -3.9534 -5.2140 1.9576
H -3.5870 -4.8234 -0.4550
H -2.2883 -3.8766 -2.2208
H -0.6924 -4.5943 -2.0709
H -0.8800 -2.8640 -1.8356
O -2.6335 2.1350 1.5710
C -1.6115 2.5522 1.0983
O -0.6422 1.6964 0.7433
C -1.3491 4.0166 0.8918
C -0.6141 4.7516 1.8104
C -0.3850 6.0919 1.5582
C -0.8583 6.7347 0.4310
C -1.5839 5.9647 -0.4583
C -1.8548 4.6266 -0.2481
N -2.0495 6.5814 -1.7207
O -2.6490 5.8604 -2.4936
O -1.8178 7.7562 -1.8812
N 0.4300 6.8571 2.5290
O 0.9395 6.2227 3.4302
O 0.5111 8.0498 2.3610
H -0.2025 4.3092 2.7070
H -0.6610 7.7805 0.2483
H -2.4276 4.0775 -0.9813


96
Properties=species:S:1:pos:R:3 method="wB97M-V/def2-TZVPD" multiplicity=3 molar_mass_g_mol=880.7 charge=-2 s_squared=2.16 e_tot_ha=-7787.7008 e_homo_ev="-1.715 / -2.329" de_lowest_kj_mol=68.8 homo_lumo_gap_ev="6.110 / 6.723" max_force_ev_per_a=0.92
Mo 0.3558 0.0936 1.1388
C 2.5524 2.5324 1.7830
O 1.2728 2.2406 1.2148
Si 0.2000 3.3608 0.4701
C 1.2296 4.9103 0.1278
C -0.9716 3.9515 1.7978
C -0.4209 2.4543 -0.9030
Si 0.7310 2.3125 -2.2733
C 0.6456 3.7314 -3.5283
C 2.5535 2.2614 -1.7889
C 0.4490 0.7766 -3.3427
Si -2.1281 2.7677 -1.3800
C -3.4249 2.2580 -0.1273
C -2.6327 1.8832 -2.9694
C -2.5036 4.5962 -1.7324
H 3.0941 3.2414 1.1573
H 3.1199 1.6079 1.8476
H 2.4595 2.9485 2.7892
H 1.6549 5.3553 1.0383
H 0.5666 5.6541 -0.3399
H 2.0482 4.7183 -0.5793
H -0.4065 4.4660 2.5830
H -1.5364 3.1338 2.2608
H -1.7011 4.6629 1.3796
H 0.8115 4.7057 -3.0442
H -0.3482 3.7636 -4.0034
H 1.3973 3.6043 -4.3215
H 2.9106 3.2316 -1.4201
H 3.1692 1.9853 -2.6555
H 2.7143 1.5205 -0.9980
H -0.2608 0.9770 -4.1585
H 0.0308 -0.0324 -2.7336
H 1.3913 0.4222 -3.7845
H -3.3106 1.1973 0.1260
H -4.4357 2.4168 -0.5314
H -3.3384 2.8177 0.8151
H -2.5354 0.7969 -2.8473
H -2.0136 2.1803 -3.8283
H -3.6804 2.1138 -3.2074
H -2.1869 5.2298 -0.8873
H -3.5799 4.7614 -1.8956
H -1.9605 4.9444 -2.6251
S -3.1824 -1.8720 3.5150
C -2.0368 -1.1232 2.5610
S -1.9482 0.5734 2.2556
S -0.7987 -1.9979 1.7011
C 4.3193 -1.6805 -1.5936
Ge 3.2832 -1.6584 0.0818
C 4.5294 -0.9073 1.4025
C 3.0307 -3.5530 0.5597
C 1.6440 -0.6729 -0.1119
H 5.1986 -2.3296 -1.4955
H 4.6558 -0.6660 -1.8402
H 3.7033 -2.0463 -2.4245
H 5.3103 -1.6361 1.6481
H 4.0057 -0.6313 2.3220
H 5.0067 -0.0088 0.9925
H 3.9363 -3.9382 1.0408
H 2.8236 -4.1465 -0.3366
H 2.1854 -3.6702 1.2481
H 1.3838 -0.6368 -1.1810
N 2.9359 -0.4595 8.2142
C 2.5685 -0.3764 7.1283
C 2.1050 -0.2683 5.7599
C 2.2620 -1.3326 4.8754
C 1.8014 -1.2271 3.5728
C 1.1683 -0.0710 3.0778
C 1.0155 0.9743 4.0093
C 1.4715 0.8884 5.3159
H 2.7398 -2.2421 5.2200
H 1.9219 -2.0797 2.9164
H 0.4939 1.8732 3.7072
H 1.3317 1.7150 6.0039
C -2.2414 -1.6656 -3.3835
As -1.7120 -1.4998 -1.4771
C -0.4901 -3.0363 -1.5858
C -3.3973 -2.3334 -0.7651
C -3.4121 -3.8221 -0.5717
C -3.2310 -4.3932 0.6897
C -3.2170 -5.7751 0.8488
C -3.3896 -6.6180 -0.2451
C -3.5885 -6.0617 -1.5043
C -3.6015 -4.6805 -1.6605
H -2.3220 -2.7182 -3.6693
H -1.4897 -1.1844 -4.0142
H -3.1998 -1.1704 -3.5532
H -1.0329 -3.9640 -1.7707
H 0.0798 -3.1223 -0.6619
H 0.2010 -2.8485 -2.4115
H -4.1666 -2.0407 -1.4783
H -3.5887 -1.8206 0.1771
H -3.0967 -3.7486 1.5572
H -3.0711 -6.1900 1.8415
H -3.3749 -7.6948 -0.1208
H -3.7343 -6.7043 -2.3663
H -3.7706 -4.2554 -2.6442


11
Properties=species:S:1:pos:R:3 method="wB97M-V/def2-TZVPD" molar_mass_g_mol=96.1 e_tot_ha=-343.3007 e_homo_ev=-8.404 de_lowest_kj_mol=240.8 homo_lumo_gap_ev=8.945 max_force_ev_per_a=3.44
O 0.2921 2.5765 -0.5106
C -0.6852 2.1084 -0.1622
O -0.2236 0.3460 1.2299
C 0.8849 -0.4137 1.0281
C 0.8861 -0.9964 -0.1896
C -0.3656 -0.6877 -0.7964
C -1.0615 0.1643 -0.0216
H 1.5776 -0.6024 1.8491
H 1.6188 -1.6858 -0.5732
H -0.7925 -1.1871 -1.6503
H -2.1313 0.3778 -0.2033


166
Properties=species:S:1:pos:R:3 method="wB97M-V/def2-TZVPD" multiplicity=2 molar_mass_g_mol=1267.0 charge=+2 s_squared=0.75 e_tot_ha=-4401.3268 e_homo_ev=-11.069 homo_lumo_gap_ev=2.718 max_force_ev_per_a=7.99
Hg -3.9809 0.1112 -2.5313
C -0.7153 -2.2561 -0.9501
F 0.2188 -1.9910 -1.8649
F -1.4878 -3.2880 -1.3621
F -0.1192 -2.4997 0.1877
S -1.7611 -0.6903 -0.6649
O -3.1544 -1.1582 -0.6713
O -1.3330 -0.0144 0.5874
N -1.8328 0.2249 -2.1487
S -0.5840 1.1412 -2.1263
O -0.6605 2.3610 -1.3624
O 0.6688 0.4249 -1.8411
C -0.4282 1.6504 -4.1184
F -1.5149 1.9968 -4.6468
F 0.3907 2.7532 -4.1986
F 0.0685 0.5808 -4.7572
C 3.8472 -0.5286 -0.0819
C 4.1831 -0.9583 1.3574
C 4.8165 -2.3951 1.4126
C 5.5532 -2.8730 2.6493
C 6.5246 -1.8403 3.1828
C 5.8554 -0.3337 3.2557
N 5.1521 -0.0159 2.0387
O 4.7011 1.2599 1.9945
C 5.1242 -0.2241 4.5475
C 7.0972 0.6884 3.2915
C 2.9076 -1.0537 2.2526
H 3.1162 -1.2896 -0.3553
H 4.6363 -0.6130 -0.8292
H 3.5483 0.5115 -0.2114
H 3.9920 -3.1015 1.5078
H 5.1926 -2.6939 0.4341
H 5.9921 -3.8277 2.3591
H 4.8832 -3.2764 3.4085
H 7.3555 -2.0454 2.5078
H 6.8286 -2.2456 4.1479
H 4.4808 0.6286 4.7642
H 4.4405 -1.0699 4.4745
H 5.7208 -0.4127 5.4400
H 7.8497 0.4097 2.5539
H 6.9174 1.7367 3.0527
H 7.7386 0.5907 4.1674
H 2.6775 -0.0985 2.7245
H 2.8575 -1.8020 3.0435
H 2.0307 -1.1680 1.6153
H 5.4429 1.6293 1.5099
C 2.5504 -0.2868 -8.5953
C 2.6697 -1.8876 -8.8167
C 4.1776 -2.0475 -9.2624
C 5.1934 -1.9169 -8.0834
C 4.8047 -2.9073 -6.9841
C 3.3118 -2.8381 -6.5832
N 2.3884 -2.7217 -7.6789
O 1.0644 -2.7431 -7.3006
C 3.1285 -4.1519 -5.7843
C 3.2287 -1.5866 -5.5828
C 1.8207 -2.3405 -10.0871
H 1.5392 0.0500 -8.3671
H 2.6854 0.3123 -9.4958
H 3.2677 0.1711 -7.9142
H 4.3388 -3.0159 -9.7360
H 4.3675 -1.2570 -9.9884
H 5.2373 -0.8872 -7.7286
H 6.2149 -2.1925 -8.3454
H 5.4413 -2.8682 -6.1001
H 4.9397 -3.8859 -7.4446
H 2.1042 -4.2420 -5.4228
H 3.3633 -5.0198 -6.4006
H 3.6902 -4.1042 -4.8514
H 2.1703 -1.3624 -5.4507
H 3.8024 -1.8576 -4.6964
H 3.6070 -0.6627 -6.0203
H 2.0267 -3.4032 -10.2145
H 2.1961 -1.9404 -11.0289
H 0.7553 -2.1106 -10.0976
H 0.9789 -1.9277 -6.8012
C 1.6946 1.3373 5.7998
C 0.6165 2.3962 5.4015
C 1.5730 3.6349 5.4017
C 0.9790 4.9539 4.8719
C 0.6463 4.5657 3.4016
C -0.3108 3.3176 3.2230
N 0.1680 2.2022 4.0507
O -0.4278 0.9534 3.6877
C -1.7445 3.8609 3.3784
C -0.1126 3.0416 1.7638
C -0.5168 2.3261 6.4875
H 2.1963 1.5723 6.7385
H 2.3326 1.1977 4.9272
H 1.2724 0.3332 5.7580
H 1.7366 3.8740 6.4525
H 2.4894 3.3502 4.8846
H 1.6613 5.7686 5.1146
H 0.0209 5.1974 5.3309
H 1.5772 4.2609 2.9236
H 0.2236 5.4051 2.8495
H -2.4133 3.0097 3.2511
H -1.9475 4.3481 4.3321
H -2.1173 4.3998 2.5074
H -0.8547 2.3147 1.4336
H -0.2658 3.9000 1.1098
H 0.9123 2.8057 1.4773
H -1.2688 1.5558 6.3164
H -1.1021 3.2424 6.4113
H -0.1663 2.2909 7.5190
H 0.1044 0.8836 2.8918
C -2.0109 -4.6739 2.4075
C -3.2973 -4.1184 3.2134
C -3.5119 -4.9770 4.4485
C -2.6997 -4.7713 5.7220
C -2.7889 -3.2359 5.9832
C -2.3870 -2.3034 4.7718
N -3.1166 -2.7218 3.5945
O -2.8511 -1.8667 2.5183
C -2.6197 -0.8884 5.2044
C -0.8487 -2.4893 4.5318
C -4.5184 -4.2321 2.3561
H -1.9225 -4.3860 1.3600
H -1.0261 -4.5197 2.8487
H -1.8865 -5.7555 2.3545
H -4.5606 -4.8842 4.7307
H -3.3079 -6.0401 4.3208
H -3.0839 -5.4356 6.4962
H -1.6735 -5.0114 5.4439
H -2.2183 -2.9742 6.8743
H -3.8231 -3.0236 6.2543
H -3.6204 -0.7976 5.6268
H -2.7356 -0.1938 4.3725
H -1.8154 -0.3274 5.6801
H -0.4574 -3.5064 4.5561
H -0.2521 -2.0975 5.3555
H -0.4432 -2.1005 3.5977
H -4.4244 -3.7293 1.3935
H -4.9706 -5.2106 2.1949
H -5.3209 -3.6735 2.8378
H -1.8932 -1.8174 2.5581
C -7.3032 3.4303 -3.0843
C -5.7892 2.9870 -3.2253
C -4.9271 4.1458 -3.7779
C -4.6036 5.2122 -2.7063
C -3.8265 4.4916 -1.4998
C -4.5575 3.3173 -0.9117
N -5.1163 2.4089 -2.0204
O -5.8325 1.3154 -1.5296
C -3.6412 2.5290 0.2124
C -5.8290 4.0194 -0.0717
C -5.9413 1.8776 -4.3361
H -7.9773 2.6545 -2.7215
H -7.8212 3.8375 -3.9527
H -7.3584 4.3236 -2.4621
H -3.9912 3.6940 -4.1066
H -5.4717 4.6806 -4.5561
H -5.5072 5.6985 -2.3386
H -3.9363 5.9819 -3.0940
H -3.6615 5.3349 -0.8292
H -2.8962 4.2041 -1.9898
H -3.2519 3.1860 0.9901
H -4.2635 1.7208 0.5966
H -2.8099 1.9828 -0.2334
H -6.6482 3.3389 0.1604
H -5.4686 4.2668 0.9268
H -6.1734 5.0055 -0.3832
H -6.4538 2.2062 -5.2402
H -6.5457 0.9896 -4.1506
H -4.9466 1.5868 -4.6738
H -6.6230 1.7321 -1.1787


40
Properties=species:S:1:pos:R:3 method="wB97M-V/def2-TZVPD" molar_mass_g_mol=241.3 charge=-1 e_tot_ha=-920.8298 e_homo_ev=-7.049 de_lowest_kj_mol=0.0 homo_lumo_gap_ev=10.124 max_force_ev_per_a=5.59
O -0.9468 -0.7158 -0.2128
C -0.7308 0.2889 0.4970
O -1.2596 1.4337 0.2467
C 0.2164 0.3177 1.6277
C 1.6994 0.4647 1.0993
C 2.0541 -0.5145 -0.1008
C 2.2015 -1.9362 0.5793
C 3.3352 -0.2900 -0.7886
H 0.0556 1.2199 2.3226
H 0.0811 -0.5284 2.3402
H 1.8466 1.4309 0.6589
H 2.1313 0.3671 2.0909
H 1.2197 -0.2525 -0.8012
H 2.0007 -1.9150 1.6737
H 3.1270 -2.5032 0.2759
H 1.3821 -2.5519 0.1621
H 3.3872 0.6300 -1.3706
H 4.2103 -0.4811 -0.1245
H 3.4034 -0.9611 -1.7658
H 0.7017 2.4136 -3.1103
H 1.3040 3.1708 -1.9525
O 1.4155 2.9563 -2.8779
H -3.6046 -0.3648 -0.6944
H -2.7803 -1.3905 -1.2273
O -3.6637 -1.2244 -1.0957
H -1.7655 -3.0608 2.1773
H -0.3181 -3.6793 2.0127
O -1.0025 -3.3877 2.6378
H -2.8808 -2.8859 0.0264
H -1.5044 -2.1982 0.4067
O -1.9606 -3.0712 0.3516
H -1.0168 1.7667 -1.3465
H -1.2581 1.1603 -2.6244
O -1.0255 1.9742 -2.3687
H -2.8895 1.2490 0.4566
H -3.9476 1.7137 -0.5589
O -3.8694 1.1245 0.1180
H 0.9402 3.5493 0.1580
H -0.4116 2.9873 0.4091
O 0.1232 3.6936 0.6927


13
Properties=species:S:1:pos:R:3 method="wB97M-V/def2-TZVPD" smiles="NC=O.CSS" molar_mass_g_mol=125.2 e_tot_ha=-1006.7513 e_homo_ev=-8.805 de_lowest_kj_mol=85.9 homo_lumo_gap_ev=9.513 max_force_ev_per_a=2.84
N 1.7731 -0.2240 -1.0343
C 1.8153 0.1059 0.2864
O 1.7973 -0.6843 1.2275
H 1.2273 -1.0535 -1.2993
H 2.1611 0.3273 -1.7714
H 2.2081 1.1210 0.4410
C -1.9457 0.9241 -0.0093
S -2.4732 -0.7679 0.4900
S -0.7191 -1.7851 0.1008
H -1.7842 1.2628 -1.0381
H -2.6381 1.5530 0.5904
H -1.0618 1.0448 0.6003
H -0.3601 -1.8241 1.4159